1.
{
  "formula": "C17H21B2Cl4NO4",
  "method": "ωB97M-V/def2-TZVPD",
  "gap_ev": 6.5,
  "spin_multiplicity": 1,
  "charge": 0,
  "mol_weight_g_mol": 466.8,
  "elements": ["C", "B", "C", "C", "C", "H", "H", "C", "O", "H", "C", "H", "H", "C", "N", "Cl", "H", "C", "C", "H", "C", "H", "O", "O", "Cl", "H", "H", "H", "Cl", "H", "H", "C", "C", "C", "H", "Cl", "H", "C", "C", "H", "H", "C", "B", "H", "H", "O", "H", "C", "H"],
  "positions_angstrom": [[-2.095, -4.019, 4.318], [-2.740, -3.320, 1.720], [-2.182, -4.242, 2.967], [-1.723, -6.192, 3.964], [-1.844, -5.263, 4.962], [-5.377, -1.776, 2.297], [-1.397, -3.744, -1.123], [2.763, 1.341, 1.821], [-1.661, -3.264, 0.802], [-1.759, -5.434, 6.028], [1.814, 1.554, 2.836], [3.568, -0.054, 0.380], [-0.529, -7.946, 3.911], [-4.481, -1.707, 1.657], [-3.979, -3.872, 0.740], [3.813, 2.614, 1.350], [1.854, 2.483, 3.403], [-4.650, -2.561, 0.403], [0.801, 0.619, 3.031], [-4.536, -5.814, 1.356], [2.788, 0.123, 1.121], [-3.498, -5.583, -0.487], [-1.406, -0.684, 0.971], [-1.884, -5.573, 2.752], [-2.682, -0.097, -1.322], [-5.137, -4.484, 2.407], [-2.198, -8.179, 3.325], [-5.885, -4.792, 0.797], [-0.105, -1.773, -1.241], [-4.327, -0.652, 1.381], [-5.708, -2.703, 0.155], [-1.824, -4.235, -0.242], [-3.304, -4.506, -0.451], [-1.569, -7.636, 4.035], [-1.835, -7.938, 5.050], [-0.014, 1.172, -0.546], [-3.659, -4.034, -1.384], [-0.657, -1.086, 1.949], [-4.946, -4.797, 1.373], [-1.257, -5.151, 0.003], [-4.139, -2.054, -0.436], [0.655, -0.470, 2.133], [-1.065, -0.369, -0.436], [0.025, 0.756, 3.786], [-1.142, -1.633, 2.755], [-3.327, -2.163, 2.375], [-2.241, -3.052, 4.780], [1.754, -0.790, 1.298], [1.717, -1.714, 0.726]],
  "forces_ev_per_angstrom": [[-0.342, 0.398, -0.631], [0.459, -1.125, 2.180], [-0.869, -0.182, 0.545], [-0.438, 1.732, 0.406], [0.426, -0.369, -0.425], [0.348, 0.021, -0.008], [-0.058, -0.650, 0.074], [-0.990, -0.836, 0.097], [-0.290, -0.051, -1.626], [0.003, -0.094, -0.224], [0.366, -0.219, -0.402], [-0.233, -0.018, 0.271], [-0.005, -0.078, -0.268], [0.304, 0.501, 0.514], [-0.266, -0.179, -0.504], [0.279, 0.080, 0.126], [-0.076, -0.336, -0.024], [0.401, 0.263, 0.012], [-0.747, -0.542, -0.572], [-0.048, 0.358, 0.245], [0.002, 0.263, 0.404], [-0.174, 0.340, 0.077], [1.388, -2.111, 2.582], [-0.331, -0.496, 0.173], [0.298, -0.110, 0.305], [0.068, -0.075, -0.282], [0.085, 0.114, 0.045], [0.266, -0.035, 0.213], [-0.159, 0.651, 0.140], [-0.215, -0.266, -0.021], [0.272, -0.147, -0.048], [1.280, 0.744, 0.119], [-0.330, 0.358, 0.012], [0.430, -0.990, 0.250], [-0.105, -0.104, -0.111], [-0.437, -0.106, 0.098], [0.001, -0.261, 0.502], [-1.479, 2.403, -1.308], [-0.197, -0.142, 0.094], [-0.291, 0.306, -0.068], [-0.064, -0.601, 0.356], [2.215, -0.051, -0.282], [0.688, 0.795, -1.422], [0.219, 0.284, -0.195], [-0.345, 0.014, -0.216], [-0.609, -0.047, -1.243], [-0.177, -0.158, 0.036], [-0.591, 0.379, 0.019], [0.070, 0.374, -0.013]]
}

2.
{
  "formula": "C18H22CdN7S2",
  "method": "ωB97M-V/def2-TZVPD",
  "gap_ev": 6.6,
  "spin_multiplicity": 1,
  "charge": 1,
  "mol_weight_g_mol": 513.0,
  "elements": ["H", "C", "N", "S", "N", "C", "H", "H", "H", "Cd", "C", "N", "C", "C", "H", "H", "N", "H", "C", "C", "C", "N", "H", "H", "H", "C", "H", "H", "H", "N", "C", "H", "H", "C", "S", "H", "C", "C", "H", "H", "C", "C", "C", "H", "C", "H", "N", "H", "H", "C"],
  "positions_angstrom": [[3.713, 4.983, 1.882], [-2.325, -3.606, 0.219], [2.193, 2.866, 1.927], [2.076, -1.791, -2.515], [1.491, 1.782, 2.036], [-4.103, 1.252, -2.194], [2.052, -1.594, -5.215], [4.569, 6.223, 3.840], [-2.855, -4.167, -0.539], [0.374, -0.111, -1.775], [-2.759, 0.718, -2.431], [-1.703, 0.293, -2.555], [-1.720, -3.252, 2.518], [-0.970, -2.142, 2.169], [-4.491, -0.122, -0.552], [-0.438, -1.569, 2.915], [-0.156, -0.626, 0.380], [-1.774, -3.551, 3.557], [1.261, -2.680, -3.767], [-0.903, -1.766, 0.833], [3.471, 4.655, 2.886], [0.334, 0.079, 1.288], [-3.942, 1.479, -0.039], [2.382, 3.257, 1.010], [1.089, -2.556, -7.076], [1.043, 1.217, 0.943], [1.746, 2.209, 4.482], [-0.244, -3.135, -6.081], [1.258, -4.091, -6.222], [1.407, -2.348, -5.039], [3.644, 4.916, 5.270], [-5.589, 1.259, -0.640], [-4.770, 0.816, -2.937], [0.843, -3.083, -6.160], [1.309, 1.877, -0.661], [2.611, 3.449, 6.444], [-4.555, 0.944, -0.762], [3.952, 5.346, 3.988], [-1.516, -2.188, -1.178], [-4.063, 2.325, -2.386], [-1.571, -2.496, -0.139], [-2.401, -3.985, 1.551], [2.362, 3.087, 4.355], [0.132, -4.350, -4.162], [2.678, 3.534, 3.080], [0.478, -4.027, -2.499], [0.496, -3.726, -3.460], [-2.987, -4.848, 1.838], [4.017, 5.457, 6.129], [2.853, 3.788, 5.445]],
  "forces_ev_per_angstrom": [[-0.008, 0.007, 0.006], [0.043, 0.070, -0.032], [0.032, 0.067, 0.445], [-0.178, -0.155, -0.397], [0.085, 0.139, -0.173], [0.224, -0.100, -0.063], [-0.038, 0.036, -0.016], [0.001, -0.007, 0.004], [-0.004, -0.010, 0.008], [0.320, 0.164, 0.304], [-0.226, 0.146, 0.062], [-0.067, -0.069, -0.161], [0.002, 0.008, -0.005], [-0.047, -0.087, 0.051], [-0.016, 0.003, -0.003], [-0.002, 0.014, -0.016], [-0.258, -0.296, 0.164], [-0.008, -0.006, -0.007], [-0.053, 0.039, 0.140], [0.283, 0.332, -0.216], [0.062, 0.090, 0.089], [0.145, 0.341, -0.133], [0.009, -0.015, -0.003], [0.028, -0.007, -0.044], [0.003, -0.005, -0.002], [-0.196, -0.333, 0.372], [-0.006, 0.007, -0.006], [-0.003, 0.006, 0.008], [0.001, 0.002, 0.013], [0.138, 0.007, 0.034], [0.001, 0.007, 0.016], [0.011, 0.013, 0.007], [-0.001, -0.044, 0.012], [-0.002, 0.015, -0.019], [-0.070, -0.101, -0.165], [0.008, 0.002, -0.011], [-0.038, 0.011, 0.004], [-0.019, -0.024, -0.060], [0.000, 0.017, -0.005], [0.004, 0.012, 0.016], [-0.100, -0.149, -0.026], [0.004, -0.008, 0.034], [0.049, 0.046, 0.111], [-0.019, 0.010, -0.003], [-0.129, -0.158, -0.403], [-0.040, 0.027, 0.013], [0.087, -0.035, 0.073], [0.006, 0.001, -0.003], [0.002, -0.007, -0.004], [-0.019, -0.022, -0.012]]
}

3.
{
  "formula": "C22H38CaN8O2",
  "method": "ωB97M-V/def2-TZVPD",
  "gap_ev": 8.6,
  "spin_multiplicity": 1,
  "charge": 0,
  "mol_weight_g_mol": 486.7,
  "elements": ["C", "H", "H", "N", "C", "H", "C", "C", "C", "H", "H", "C", "N", "C", "H", "H", "H", "C", "H", "H", "C", "H", "C", "H", "H", "H", "C", "H", "H", "C", "H", "N", "H", "N", "O", "N", "H", "H", "H", "H", "C", "H", "C", "H", "C", "Ca", "C", "H", "H", "C", "H", "N", "C", "H", "N", "H", "N", "C", "H", "H", "C", "H", "H", "H", "H", "H", "C", "O", "H", "C", "H"],
  "positions_angstrom": [[3.814, -4.840, 1.459], [4.264, -4.494, 2.389], [-2.792, -1.734, -1.453], [-1.959, 0.449, -2.733], [2.021, 3.908, -0.468], [0.551, 4.962, -1.644], [-0.597, 3.894, -0.179], [-1.180, -2.383, 1.015], [1.803, -2.829, -1.068], [-2.817, -3.418, 0.067], [2.330, 2.357, 2.525], [-2.618, -2.426, 0.479], [-6.152, 1.575, -4.032], [3.294, -3.685, 0.647], [3.009, -5.536, 1.698], [-1.034, 1.693, 2.067], [2.425, 4.573, 1.543], [1.495, -0.352, -1.389], [4.557, -2.221, 1.573], [0.220, -0.918, 1.258], [2.526, 3.651, 0.963], [-1.427, 4.597, -0.089], [-5.019, 1.339, -4.105], [-2.767, 2.022, 0.650], [-3.993, -0.267, 1.807], [-1.586, 3.227, -1.856], [-2.847, 0.769, -3.439], [-0.605, -0.305, 3.277], [0.750, 5.558, 0.011], [3.776, -2.398, 0.841], [3.599, 3.430, 0.889], [1.824, 2.580, 1.676], [-0.190, 2.457, -1.593], [-2.813, -1.363, -0.509], [0.847, 0.328, -0.498], [-2.626, 1.054, 0.917], [3.700, 0.379, 1.390], [-3.318, -2.277, 1.303], [-1.100, -3.024, 1.904], [1.344, -3.183, -3.120], [-3.909, 0.341, 0.903], [1.837, 1.752, 1.085], [2.327, -3.884, -0.332], [-4.761, 1.025, 0.908], [-4.021, -0.556, -0.338], [-1.140, 0.355, -0.760], [3.850, 0.056, 0.358], [-2.151, -1.023, 2.861], [1.961, -4.890, -0.514], [-1.885, 1.019, 2.180], [-2.489, 1.351, 3.035], [-3.746, 1.095, -4.256], [3.265, -1.316, 0.132], [4.578, -5.392, 0.908], [-1.016, 2.825, -1.121], [0.105, -2.275, -2.295], [-0.790, -1.002, 1.272], [0.674, 4.655, -0.601], [4.923, 0.032, 0.165], [2.781, 4.521, -0.957], [2.243, -1.529, -0.794], [3.404, 0.788, -0.312], [0.277, -4.032, -1.999], [1.984, 2.954, -1.003], [-4.120, 0.080, -1.217], [-4.923, -1.175, -0.252], [-1.347, -0.390, 2.477], [1.478, -0.103, -2.585], [-0.509, -2.786, 0.256], [0.811, -3.097, -2.172], [-0.403, 3.452, 0.793]],
  "forces_ev_per_angstrom": [[0.044, 0.030, -0.079], [-0.014, -0.021, 0.022], [-0.132, -0.041, 0.027], [-1.003, 0.129, -2.019], [-0.440, -0.162, 0.374], [0.018, 0.125, 0.031], [0.461, -0.040, -0.265], [-0.311, -0.024, 0.002], [0.078, 0.059, -0.118], [-0.076, 0.032, 0.007], [-0.060, -0.021, -0.030], [0.259, 0.039, 0.191], [0.085, -0.039, -0.002], [0.015, 0.016, 0.022], [0.027, -0.027, 0.031], [0.020, 0.098, 0.085], [0.052, 0.002, -0.003], [0.655, 0.082, -0.075], [0.019, -0.029, 0.002], [-0.001, -0.007, -0.004], [0.048, 0.211, -0.172], [0.020, -0.043, 0.053], [-0.281, 0.037, 0.427], [-0.013, 0.001, 0.033], [0.016, 0.041, 0.021], [-0.006, -0.082, -0.081], [-0.029, -0.223, 0.423], [-0.047, -0.067, 0.007], [-0.093, 0.087, -0.070], [-0.051, 0.015, -0.042], [0.050, 0.095, -0.023], [-0.289, -0.005, -0.303], [0.086, 0.186, -0.107], [-0.446, -0.609, -0.291], [2.885, 0.186, 0.353], [-0.749, 0.514, 0.628], [0.034, 0.052, -0.028], [-0.046, -0.032, -0.029], [0.033, -0.028, -0.058], [-0.066, 0.031, -0.037], [-0.069, -0.292, -0.132], [-0.107, -0.078, 0.109], [-0.033, -0.006, 0.043], [0.043, 0.017, 0.052], [-0.111, 0.059, 0.302], [-1.318, 0.246, 0.562], [-0.053, -0.167, -0.026], [0.009, -0.009, -0.001], [-0.010, 0.000, -0.029], [0.074, -0.271, 0.120], [0.077, 0.093, -0.032], [0.349, 0.104, -0.815], [-0.007, 0.053, -0.015], [-0.008, -0.021, -0.001], [0.344, 0.406, 0.155], [-0.083, -0.076, -0.052], [0.361, -0.352, 0.601], [0.089, -0.207, 0.142], [0.009, 0.034, 0.033], [-0.018, -0.058, -0.092], [-0.106, -0.100, 0.026], [0.045, 0.087, 0.040], [-0.049, 0.024, 0.002], [0.043, -0.033, -0.083], [-0.089, -0.073, -0.048], [-0.033, 0.095, -0.070], [-0.202, 0.150, -0.065], [0.015, -0.159, 0.008], [0.088, 0.027, 0.033], [0.097, 0.007, 0.124], [-0.099, -0.071, 0.210]]
}

Relative energy (zero: lowest compared OMol25 entry of this formula, charge and spin) per entry: 26.73; 27.10; 126.78 kJ/mol